Entry 1:
80
Properties=species:S:1:pos:R:3:lowdin_spin:R:1 method="wB97M-V/def2-TZVPD" s2=6.021 gap_ev="8.19 / 5.35" relative_energy_kcal_mol=17.74 e_lumo_ev="-2.1 / -4.9" spin_multiplicity=5 charge=+1
Rh 0.92 -0.69 -0.30 2.47
C 2.01 -2.23 -2.99 0.00
C 2.68 -0.95 -3.49 0.00
C 1.85 0.31 -3.37 0.01
C 1.55 1.05 -4.51 0.00
C 0.94 2.28 -4.38 0.00
C 0.67 2.76 -3.11 0.00
C 0.96 1.95 -2.03 0.01
N 1.52 0.74 -2.15 0.06
N 2.08 -2.43 -1.54 0.09
C 1.25 -3.59 -1.16 0.00
C -0.22 -3.27 -1.26 0.01
C -1.18 -4.27 -1.18 0.00
C -2.52 -3.92 -1.23 0.00
C -2.85 -2.59 -1.44 0.00
C -1.84 -1.66 -1.56 0.01
N -0.55 -1.98 -1.42 0.08
C 3.46 -2.57 -1.07 0.01
C 3.98 -1.41 -0.25 0.01
C 5.32 -1.38 0.11 0.00
C 5.78 -0.35 0.91 0.00
C 4.89 0.63 1.33 0.00
C 3.58 0.54 0.90 0.01
N 3.14 -0.45 0.13 0.09
H 2.48 -3.09 -3.49 0.00
H 0.96 -2.21 -3.29 0.00
H 2.92 -1.09 -4.54 0.00
H 3.61 -0.78 -2.96 0.00
H 1.82 0.66 -5.48 0.00
H 0.70 2.87 -5.26 0.00
H 0.23 3.73 -2.95 0.00
H 0.75 2.29 -1.03 0.00
H 1.47 -3.84 -0.12 0.00
H 1.49 -4.46 -1.78 0.00
H -0.87 -5.30 -1.08 0.00
H -3.28 -4.67 -1.12 0.00
H -3.88 -2.25 -1.51 0.00
H -2.06 -0.62 -1.76 0.00
H 4.13 -2.72 -1.92 0.00
H 3.55 -3.47 -0.45 0.00
H 5.99 -2.16 -0.23 0.00
H 6.82 -0.32 1.21 0.00
H 5.21 1.44 1.96 0.00
H 2.85 1.29 1.18 0.00
C -1.89 5.49 1.12 0.00
C -2.24 4.77 -0.16 0.00
C -3.74 4.77 -0.42 0.00
O -1.63 3.44 -0.15 0.01
P -2.23 2.08 0.40 0.03
S -3.65 1.27 -0.70 0.03
S -0.58 0.92 0.81 0.24
O -2.76 2.49 1.84 0.02
C -3.39 1.49 2.70 0.00
C -4.86 1.83 2.81 0.00
C -2.66 1.51 4.03 0.00
H -2.15 6.54 1.04 0.00
H -0.82 5.41 1.33 0.00
H -2.43 5.05 1.96 0.00
H -1.73 5.25 -1.00 0.00
H -4.26 4.30 0.41 0.00
H -3.99 4.24 -1.33 0.00
H -4.08 5.80 -0.50 0.00
H -3.27 0.51 2.23 0.00
H -4.99 2.84 3.22 0.00
H -5.36 1.12 3.47 0.00
H -5.33 1.79 1.83 0.00
H -2.77 2.48 4.51 0.00
H -1.60 1.32 3.86 0.00
H -3.06 0.74 4.68 0.00
C 1.18 -3.51 3.25 0.00
C 0.33 -2.71 2.27 0.07
C -0.67 -1.80 3.02 0.04
O 1.12 -1.96 1.42 0.65
H 0.56 -4.10 3.92 0.00
H 1.79 -2.83 3.84 0.00
H 1.85 -4.19 2.71 0.00
H -0.28 -3.41 1.67 0.03
H -0.12 -1.04 3.57 0.00
H -1.25 -2.41 3.71 0.00
H -1.34 -1.31 2.32 0.00



Entry 2:
9
Properties=species:S:1:pos:R:3:nbo_charge:R:1 method="wB97M-V/def2-TZVPD" s2=0.766 gap_ev="8.20 / 5.62" e_lumo_ev="-5.3 / -7.2" spin_multiplicity=2 charge=+1
C 0.07 0.22 -0.48 0.08
Li -1.85 -1.71 0.71 0.97
O -1.57 0.17 0.48 -0.68
C -1.30 0.65 -0.85 -0.13
H -1.43 1.74 -0.92 0.24
H -1.82 0.15 -1.67 0.24
In 1.88 0.43 0.75 1.21
O 1.25 -0.50 -0.92 -0.78
C -0.11 -0.67 0.55 -0.14



Entry 3:
28
Properties=species:S:1:pos:R:3:nbo_charge:R:1 method="wB97M-V/def2-TZVPD" gap_ev=4.63 relative_energy_kcal_mol=95.94 e_lumo_ev=1.6 charge=-1
C 2.68 -0.16 -2.04 -0.66
C 1.63 -1.26 -2.10 0.07
C 1.49 -2.35 -1.08 -0.67
N 1.87 -1.98 -3.55 0.50
O 1.92 -3.21 -3.66 -0.42
O 1.84 -1.28 -4.57 -0.39
H 3.48 -0.53 -1.40 0.20
H 3.07 0.06 -3.02 0.23
H 2.26 0.74 -1.62 0.22
H 1.53 -1.92 -0.09 0.24
H 0.49 -2.83 -1.19 0.22
H 2.24 -3.08 -1.21 0.20
O -4.35 2.73 3.19 -0.41
N -3.29 2.26 3.60 0.51
O -3.04 2.25 4.83 -0.42
C -2.36 1.72 2.70 -0.03
C -1.16 1.15 3.17 -0.17
C -0.23 0.56 2.30 -0.27
C -0.46 0.51 0.88 0.32
N 0.38 -0.09 -0.10 -0.68
C 0.36 -0.33 -1.30 0.21
S -0.33 -0.25 -2.81 -0.30
C -1.67 1.10 0.45 -0.28
C -2.60 1.68 1.31 -0.15
H -1.04 1.21 4.25 0.24
H 0.67 0.12 2.76 0.22
H -1.89 1.06 -0.63 0.25
H -3.52 2.11 0.94 0.24



Entry 4:
59
Properties=species:S:1:pos:R:3:nbo_charge:R:1 method="wB97M-V/def2-TZVPD" gap_ev=9.48 relative_energy_kcal_mol=0.37 e_lumo_ev=0.5 smiles="CCCCCCNC(=O)[C@H](c1cc(C)cc(Cl)c1)N1CCC[S@@](=N)(=O)CC1"
C 0.01 -5.85 4.46 -0.60
C 1.23 -5.46 3.63 -0.39
C 1.02 -4.16 2.86 -0.39
C 2.23 -3.76 2.03 -0.39
C 2.06 -2.43 1.29 -0.40
C 1.06 -2.51 0.15 -0.23
N 0.94 -1.25 -0.55 -0.61
C -0.15 -0.45 -0.45 0.69
O -1.20 -0.79 0.07 -0.62
C 0.07 0.96 -1.01 -0.14
C 0.56 1.79 0.16 -0.01
C -0.29 2.04 1.23 -0.17
C 0.14 2.76 2.34 0.00
C -0.80 3.04 3.48 -0.63
C 1.45 3.24 2.37 -0.24
C 2.29 2.99 1.30 -0.02
Cl 3.92 3.59 1.34 0.00
C 1.86 2.27 0.19 -0.26
N -1.14 1.52 -1.59 -0.42
C -0.90 2.90 -2.01 -0.22
C -2.02 3.52 -2.84 -0.43
C -1.79 3.45 -4.35 -0.64
S -2.01 1.86 -5.10 2.03
N -3.52 1.66 -5.02 -1.19
O -1.28 1.81 -6.35 -0.96
C -1.14 0.73 -4.00 -0.70
C -1.75 0.66 -2.60 -0.25
H 0.18 -6.78 5.00 0.21
H -0.23 -5.08 5.19 0.20
H -0.87 -5.99 3.82 0.20
H 2.10 -5.35 4.28 0.19
H 1.47 -6.26 2.92 0.19
H 0.14 -4.27 2.21 0.19
H 0.78 -3.36 3.56 0.20
H 3.10 -3.69 2.69 0.20
H 2.46 -4.55 1.30 0.19
H 1.74 -1.65 1.99 0.21
H 3.03 -2.12 0.89 0.20
H 1.35 -3.30 -0.55 0.19
H 0.06 -2.74 0.52 0.23
H 1.78 -0.83 -0.92 0.39
H 0.89 0.92 -1.75 0.17
H -1.30 1.65 1.19 0.24
H -0.27 3.39 4.36 0.22
H -1.53 3.80 3.20 0.22
H -1.36 2.14 3.75 0.23
H 1.81 3.80 3.22 0.22
H 2.54 2.10 -0.63 0.22
H -0.75 3.49 -1.11 0.22
H 0.04 2.98 -2.59 0.16
H -2.99 3.10 -2.59 0.24
H -2.08 4.58 -2.59 0.23
H -2.50 4.08 -4.90 0.26
H -0.78 3.76 -4.62 0.23
H -3.80 0.76 -5.40 0.38
H -1.23 -0.22 -4.53 0.25
H -0.09 1.01 -4.01 0.24
H -1.71 -0.36 -2.23 0.23
H -2.81 0.90 -2.67 0.23



Entry 5:
25
Properties=species:S:1:pos:R:3:nbo_charge:R:1 method="wB97M-V/def2-TZVPD" gap_ev=8.97 relative_energy_kcal_mol=43.22 e_lumo_ev=0.9 smiles="[H]/N=C/N(C)C.C=C(N)NN"
C 0.65 1.70 -2.02 -0.43
C -1.44 1.27 -0.85 -0.40
N -0.47 0.83 -1.81 -0.42
C -0.47 -0.41 -2.31 0.30
N 0.49 -0.86 -3.02 -0.79
H 0.34 -1.80 -3.38 0.35
H -1.38 -0.97 -2.06 0.16
H 1.33 1.21 -2.71 0.25
H 1.17 1.91 -1.08 0.19
H 0.32 2.65 -2.45 0.19
H -2.27 0.57 -0.80 0.21
H -1.83 2.25 -1.13 0.19
H -1.00 1.35 0.15 0.20
N -0.18 -1.37 2.71 -0.46
C 0.48 -0.97 1.54 0.34
N -0.30 -0.48 3.80 -0.64
N 0.15 -1.76 0.45 -0.83
C 1.31 0.07 1.47 -0.64
H -1.07 -1.83 2.53 0.36
H -0.53 0.47 3.48 0.34
H 0.59 -0.44 4.28 0.35
H 0.00 -2.74 0.68 0.38
H 0.78 -1.65 -0.33 0.40
H 1.50 0.72 2.30 0.20
H 1.85 0.27 0.56 0.21



Entry 6:
57
Properties=species:S:1:pos:R:3:nbo_charge:R:1 method="wB97M-V/def2-TZVPD" gap_ev=7.23 e_lumo_ev=-0.8
C -4.31 -1.99 1.73 -0.37
C -3.52 -0.89 1.30 0.02
C -2.88 0.59 0.87 -0.82
B -2.16 1.33 2.17 0.74
C -0.56 1.77 1.99 -0.80
C 0.35 1.54 3.33 -0.46
C 1.44 0.28 3.19 0.66
F 2.58 0.67 4.11 -0.35
F 2.03 0.19 1.84 -0.34
C 0.81 -1.12 3.77 0.61
F -0.66 -1.07 4.04 -0.32
F 1.45 -1.33 5.13 -0.32
C 1.25 -2.46 2.89 0.61
F 0.88 -3.63 3.78 -0.31
F 2.72 -2.52 2.74 -0.30
C 0.40 -2.64 1.50 0.61
F -0.35 -1.38 1.13 -0.33
F -0.68 -3.64 1.81 -0.29
C 1.29 -3.02 0.18 0.59
F 2.35 -1.99 -0.12 -0.31
F 2.03 -4.28 0.49 -0.30
C 0.43 -3.18 -1.22 0.94
F -0.81 -3.98 -1.11 -0.29
F 0.27 -1.84 -1.82 -0.30
F 1.33 -3.95 -2.16 -0.32
H -4.92 -2.74 2.44 0.31
H -3.76 1.26 0.42 0.27
H -2.04 0.37 0.09 0.25
H -2.79 1.50 3.16 -0.09
H -0.59 2.94 1.76 0.27
H -0.14 1.26 1.01 0.25
H 1.02 2.52 3.45 0.26
H -0.28 1.48 4.34 0.26
Br 4.04 1.01 -3.00 -0.01
C 4.80 -0.77 -2.79 -0.46
C 6.02 -0.75 -1.90 -0.45
Br 7.57 -0.05 -2.85 -0.02
H 5.00 -1.15 -3.80 0.23
H 4.00 -1.37 -2.34 0.23
H 6.30 -1.76 -1.60 0.23
H 5.89 -0.13 -1.01 0.23
Br -5.97 -0.53 0.76 0.05
C -6.97 1.14 0.85 -0.50
C -7.50 1.39 2.24 -0.44
Br -9.06 0.29 2.61 -0.02
H -7.76 1.09 0.09 0.23
H -6.25 1.92 0.56 0.21
H -7.85 2.42 2.34 0.22
H -6.77 1.18 3.02 0.23
Br 4.88 2.67 -6.97 -0.01
C 2.94 2.62 -6.84 -0.45
C 2.40 3.87 -6.20 -0.45
Br 2.66 3.85 -4.27 -0.01
H 2.68 1.70 -6.30 0.24
H 2.59 2.53 -7.88 0.23
H 1.32 3.94 -6.34 0.23
H 2.87 4.79 -6.58 0.23